A 3-piece molecular cluster, C26H39F9IN5O8PS overall at a distorted geometry. Source: the Open Molecules 2025 dataset; level of theory: wB97M-V/def2-TZVPD.

Computed properties:
LUMO energy: -6.4 eV
Net charge: +1
Total energy: -3824.82029 Eh
Frontier orbital gap: 0.1921 Eh
HOMO level: -11.59 eV

Geometry as XYZ:
```
90
Properties=species:S:1:pos:R:3:forces:R:3:mulliken_charge:R:1
C 5.935445 -1.021100 3.091971 0.44 -0.71 -0.75 -0.6879
C 6.061201 -0.007049 1.810660 -0.24 0.06 -0.22 -0.5678
C 4.623586 0.194818 0.979796 1.01 1.30 -0.36 -0.4583
C 4.034365 -1.182745 0.387547 3.21 -2.02 0.79 0.5313
C 5.134530 -1.739385 -0.743195 -0.48 0.45 0.19 -1.2790
N 2.689124 -1.228088 -0.220174 -3.00 0.18 0.82 1.7609
C 1.556725 -1.625256 0.695104 0.34 1.83 -0.30 -2.7936
N 0.852999 -0.500574 1.357347 3.68 -4.09 1.52 1.4776
P 1.439439 0.065184 2.887655 -4.41 1.25 5.98 0.3357
O 0.332078 0.221886 4.047934 3.97 -0.50 -4.63 -0.6703
N -0.131863 0.147124 0.732267 -3.69 2.15 -3.12 0.5625
C -0.410471 1.554836 1.209000 -1.82 1.55 -0.02 -1.1304
C -1.355224 -0.618746 0.343853 -6.34 -0.27 4.78 -0.0088
C -1.617983 -1.473858 -1.032632 0.03 1.15 -0.10 -0.6634
O -2.415777 -0.554579 1.197633 7.22 -0.23 -5.56 -0.4831
N 1.200058 -2.964326 0.962485 2.58 2.70 -2.33 1.2665
C 2.004335 -3.984078 0.177601 1.76 -2.61 -0.79 -0.8759
I 1.488962 -4.030926 -1.995616 0.10 0.35 1.02 0.1424
C 1.898867 -5.544758 0.621459 1.56 -1.28 -0.06 -0.3351
C 3.032997 -5.863864 1.809319 -0.42 1.34 -0.21 -0.7965
S -0.016898 -3.490589 2.081698 -2.43 -0.24 11.81 0.7266
O 0.516352 -4.455275 3.218838 -0.68 2.80 -6.05 -0.5110
O -0.752329 -2.416458 2.916370 2.74 -2.55 -4.95 -0.4194
C -1.451771 -4.468691 1.281148 -4.71 -2.50 -1.64 0.6488
F -1.506924 -5.845621 1.887375 0.52 5.18 -2.60 -0.1707
F -2.774226 -3.838219 1.648260 5.27 -2.16 -1.44 -0.1891
F -1.386476 -4.517127 -0.191042 -0.08 -0.09 5.09 -0.1514
C 2.375997 -0.198883 -1.258994 -1.15 4.15 -3.97 -0.6697
C 2.236556 1.422478 -1.002558 -0.07 -0.32 -1.30 0.0976
C 1.943367 2.576295 -2.124383 0.58 -5.66 -1.94 -0.6504
C 1.811260 1.926534 -3.661766 1.05 -2.48 4.65 -0.3587
C 1.972071 0.301166 -3.720743 0.09 1.60 1.14 -0.3712
N 2.249142 -0.696762 -2.665080 -0.67 4.94 1.56 -0.1313
H 6.794736 -0.834243 3.893966 -2.12 -0.26 -1.73 0.3396
H 4.858311 -0.948383 3.548627 2.19 -0.03 -0.58 0.0992
H 6.087504 -2.139815 2.710211 -0.41 2.33 0.88 0.1787
H 6.866671 -0.374474 1.012980 -1.65 0.78 1.98 0.2681
H 6.381917 1.058389 2.210385 -0.71 -2.17 -1.02 0.3889
H 4.919215 0.888230 0.053756 -0.85 -1.46 1.94 0.3052
H 3.919106 0.842979 1.648788 1.03 -1.47 -1.16 -0.0620
H 4.075605 -1.999566 1.257510 -0.41 1.76 -1.64 0.2341
H 5.780014 -0.806212 -1.081661 -1.21 -2.23 0.57 0.4116
H 4.533860 -2.163825 -1.653603 1.22 0.80 1.68 0.3477
H 5.794100 -2.589336 -0.272547 -1.15 1.83 -0.99 0.2571
H 2.447313 -0.824189 3.411520 -0.24 0.19 -1.31 0.0332
H 2.059538 1.384430 2.725234 -0.26 -1.35 -0.39 0.1622
H 0.528371 2.265474 1.220804 -1.72 -1.82 -0.10 0.3577
H -1.168979 2.036581 0.424712 1.78 -1.17 1.60 0.2537
H -0.988944 1.597897 2.249173 1.53 -0.31 -2.10 0.3818
H -0.656854 -1.894804 -1.548524 -1.77 0.66 1.16 -0.0720
H -2.105465 -0.724406 -1.824121 1.13 -1.42 1.84 0.4067
H -2.443621 -2.266087 -0.791481 1.85 1.49 -0.37 0.2382
H 3.179653 -3.773792 0.176698 -2.90 0.13 0.28 0.3117
H 2.284068 -6.184304 -0.311852 -1.12 1.68 1.94 0.4773
H 0.840298 -5.958702 0.868602 1.87 1.03 -0.33 0.2744
H 2.701168 -6.789910 2.450211 0.85 2.01 -1.24 0.3205
H 4.114545 -5.991092 1.328884 -2.49 0.03 0.95 0.2984
H 3.082272 -4.858940 2.447330 -0.08 -2.47 -0.86 0.1662
H 2.373049 1.772703 0.130720 -0.32 -0.79 -2.82 0.2842
H 1.866291 3.729144 -1.925257 0.19 -2.65 -0.19 0.3369
H 1.623017 2.567058 -4.626967 0.62 -1.72 2.39 0.5353
H 1.845307 -0.149955 -4.822357 0.43 0.89 2.88 0.2732
C -3.560152 6.325035 -3.072849 -0.17 -0.30 -0.16 -1.0856
C -2.127873 6.614063 -3.485120 -0.62 0.83 0.31 -0.2067
O -1.427703 5.395951 -3.774774 0.40 -1.34 -1.63 -0.2632
C -1.658014 4.849167 -5.010420 -1.98 2.89 -0.12 0.2153
O -2.413600 5.337379 -5.846074 2.07 -1.72 1.74 -0.5089
C -0.817079 3.587189 -5.206321 0.50 -2.17 -0.65 1.0237
F -0.862623 2.751354 -4.129209 -0.27 0.93 -0.65 -0.2244
F 0.500749 3.875351 -5.407411 -1.02 0.53 -0.04 -0.3067
F -1.211989 2.843786 -6.278065 0.19 1.19 1.15 -0.2479
H -3.584790 5.620221 -2.236205 0.06 0.19 0.01 0.2875
H -4.071228 7.245819 -2.776774 0.13 -0.12 -0.04 0.3734
H -4.123030 5.865853 -3.891519 0.09 0.19 0.06 0.3170
H -1.599597 7.094973 -2.653935 0.14 -0.38 -0.22 0.3085
H -2.082231 7.302069 -4.336448 0.01 -0.33 0.00 0.3196
C -5.007513 -0.157443 1.312716 -0.38 0.18 0.01 -0.6899
C -6.506388 -0.355409 1.174471 0.55 -0.36 -0.47 -0.4186
O -7.210958 0.386457 2.180030 -0.76 1.91 0.13 -0.3049
C -7.379224 1.724201 1.933118 1.53 -1.10 -2.52 0.3740
O -6.963628 2.293303 0.927642 -1.15 -0.87 2.50 -0.5290
C -8.183676 2.382039 3.054833 -1.30 1.29 2.01 0.8462
F -7.749467 2.020391 4.296420 -0.05 0.06 -1.29 -0.2384
F -9.504797 2.047297 3.002570 1.22 0.01 -0.37 -0.2412
F -8.134286 3.743486 3.019298 0.26 -1.45 -0.42 -0.2349
H -4.678025 -0.409579 2.325242 -0.05 -0.13 -0.21 0.3205
H -4.466577 -0.783361 0.596952 -0.36 0.13 0.22 0.1554
H -4.728076 0.886344 1.138574 -0.06 -0.15 -0.09 0.3081
H -6.749979 -1.412670 1.329651 -0.18 0.34 0.24 0.3371
H -6.859825 -0.087477 0.172728 -0.02 0.18 0.25 0.3287
```
Positions in Å, forces in eV/Å.

=====

C7H15F10FeN7O24S6 as an isolated structure at a distorted geometry. Source: the Open Molecules 2025 dataset; level of theory: wB97M-V/def2-TZVPD.

Computed properties:
LUMO energy (spin up / spin down): 0.4 / -1.8 eV
2S+1: 6
Net charge: -1
Total energy: -7115.71275 Eh
Frontier orbital gap (spin up / spin down): 0.2906 / 0.2066 Eh
HOMO level (spin up / spin down): -7.54 / -7.41 eV

Geometry as XYZ:
```
70
Properties=species:S:1:pos:R:3:forces:R:3:lowdin_spin:R:1
Fe 1.934729 -0.168348 -1.388382 1.17 2.74 -2.91 4.2789
C 2.144680 4.164173 -3.180762 0.45 -1.26 1.85 0.0044
F 2.958542 5.130549 -3.548028 -0.04 0.33 -0.92 0.0019
F 1.543178 4.577829 -2.059590 -0.56 0.00 -0.23 0.0004
F 1.258451 3.826704 -4.099941 0.20 0.45 0.02 0.0006
S 3.251108 2.715943 -2.716201 3.92 -0.85 -1.26 0.0103
O 3.824431 2.245941 -3.966404 -1.09 0.80 0.75 0.0129
O 4.267064 3.219472 -1.788750 -1.92 -0.09 -0.38 0.0124
O 2.402952 1.647505 -2.114120 -0.90 0.03 0.61 0.1103
C 0.542313 -0.507175 -5.912534 0.60 0.22 0.19 0.0049
F -0.579345 -1.125876 -5.571478 -0.25 0.35 0.61 0.0006
F 0.794747 -0.883196 -7.160168 0.47 -0.05 -0.14 0.0020
F 0.412069 0.828010 -5.907716 -0.41 -0.57 0.25 0.0005
S 2.019524 -0.941767 -4.819150 3.57 -1.04 -1.09 0.0105
O 3.119745 -0.216263 -5.404727 -1.21 0.35 -0.08 0.0140
O 1.725187 -0.416718 -3.455045 -0.86 0.01 1.74 0.1152
O 2.268572 -2.367448 -4.847251 -1.60 0.43 0.27 0.0056
N 1.604310 -1.945204 -0.722125 -1.22 -3.60 -0.83 0.0853
S 2.207765 -3.023108 0.290948 5.74 1.98 7.03 0.0110
O 3.264635 -3.891641 -0.083986 -1.13 -0.73 -1.36 0.0117
O 1.367890 -3.332458 1.407581 -0.33 -0.27 -1.49 0.0140
F 3.175758 -1.874691 0.949485 -0.48 -0.09 0.04 0.0019
S 0.644042 -3.138809 -1.408274 -4.13 -0.43 -6.30 0.0070
O -0.544206 -3.442092 -0.663403 1.48 0.34 0.01 0.0095
O 1.310359 -4.142146 -2.207369 0.04 0.86 2.45 0.0132
F 0.123414 -2.235601 -2.603039 -0.39 0.36 0.90 0.0006
N 0.311925 0.681028 -0.797705 -3.95 0.47 3.89 0.1056
S -0.429672 0.634899 0.809468 4.59 -3.93 3.83 0.0087
O -1.227869 -0.526779 1.048781 -0.61 1.09 -0.91 0.0068
O -0.536101 1.825965 1.569895 -1.00 0.40 -1.22 0.0139
F 0.981709 0.089430 1.417367 -0.37 0.04 -0.36 0.0028
S -0.936558 1.520959 -1.314317 -0.63 4.88 -7.10 0.0112
O -0.880452 2.937067 -1.044660 0.03 -1.81 0.99 0.0195
O -2.229941 0.906659 -1.385320 0.77 -0.61 1.18 0.0180
F -0.438247 1.512439 -2.821488 -0.30 -0.51 0.18 0.0007
C -1.700162 -1.746641 4.554812 0.51 0.18 -0.12 0.0000
N -0.926260 -3.025458 4.551712 -1.74 -0.61 0.83 0.0000
O -1.564234 -3.974123 4.109826 0.99 0.43 -0.02 0.0000
O 0.131727 -3.074279 5.130148 0.46 0.01 -0.25 0.0000
H -1.967712 -1.601083 3.511953 -0.26 0.36 0.17 0.0000
H -1.094551 -0.951515 4.980823 0.20 -0.04 -0.39 0.0000
H -2.547811 -1.882353 5.221099 -0.17 -0.28 -0.32 0.0000
C 0.859189 0.914337 6.336710 -1.01 -0.54 0.91 0.0000
N 1.651697 0.520433 5.159005 0.81 0.19 0.50 0.0000
O 1.337086 0.919843 4.065879 -0.18 0.18 -0.17 0.0001
O 2.562766 -0.250827 5.398213 0.06 0.12 -0.27 0.0000
H 1.426595 1.159362 7.230720 0.68 -0.07 -0.46 0.0000
H 0.379490 -0.040735 6.562237 -0.37 0.24 0.20 0.0000
H 0.133555 1.705230 6.175827 0.09 -0.13 -0.63 0.0000
C 4.075254 0.399621 2.233908 -0.04 -1.52 1.00 0.0014
N 3.530430 1.223583 1.137442 0.64 0.66 0.31 0.0052
O 3.491086 2.409455 1.229651 -0.10 0.13 0.57 0.0201
O 3.169650 0.651782 0.114728 -0.06 -1.29 -0.62 0.0455
H 3.260011 -0.123870 2.738973 -0.40 0.42 -0.29 0.0001
H 4.615849 0.914822 3.021100 -0.06 0.77 -0.56 0.0002
H 4.657066 -0.443141 1.867013 0.16 0.46 -0.56 0.0000
C -5.263639 2.651886 -0.637300 -0.28 -1.34 -0.27 0.0000
N -4.465044 2.973145 -1.866533 -1.79 2.61 1.04 0.0001
O -4.828798 2.488531 -2.916656 0.79 -0.38 0.24 0.0001
O -3.732320 3.925595 -1.696462 0.96 -0.35 -0.90 0.0001
H -4.920281 1.634704 -0.448637 -0.71 -0.10 0.47 0.0000
H -6.309189 2.754300 -0.920452 0.05 -0.66 -0.26 0.0000
H -5.161429 3.301578 0.225643 0.99 0.20 -0.36 0.0000
C -4.042321 -2.613786 -0.459179 0.65 2.20 -0.04 0.0000
N -5.427672 -2.416661 0.077554 0.52 -2.68 0.14 0.0000
O -5.557811 -2.697160 1.263881 -0.23 0.81 -0.39 0.0000
O -6.325587 -2.237386 -0.706709 -0.36 0.69 -0.04 0.0000
H -3.420633 -2.178798 0.320396 0.35 -0.59 -0.01 0.0000
H -3.915785 -1.954792 -1.317668 -0.26 -0.15 -0.13 0.0000
H -3.766898 -3.620851 -0.751240 -0.55 -0.22 0.47 0.0000
```
Positions in Å, forces in eV/Å.